{"formula": "C59H84BrClFIN14OP", "method": "ωB97M-V/def2-TZVPD", "lumo_energy_ev": -3.70, "homo_energy_ev": -9.096, "energy_ev": -188115.312, "charge": 1, "orbital_gap_ev": 5.393, "multiplicity": 1, "elements": ["C", "C", "C", "I", "C", "N", "C", "C", "C", "Br", "C", "N", "P", "N", "C", "F", "C", "C", "N", "C", "C", "O", "C", "N", "C", "Cl", "C", "C", "C", "C", "C", "C", "C", "C", "H", "H", "H", "H", "H", "H", "H", "H", "H", "H", "H", "H", "H", "H", "H", "H", "H", "H", "H", "H", "H", "H", "H", "H", "H", "H", "H", "H", "H", "H", "H", "H", "H", "H", "H", "H", "H", "H", "H", "N", "C", "C", "C", "C", "H", "H", "H", "H", "H", "N", "C", "C", "C", "C", "H", "H", "H", "H", "H", "N", "C", "C", "C", "C", "H", "H", "H", "H", "H", "N", "C", "C", "C", "C", "H", "H", "H", "H", "H", "N", "C", "C", "C", "C", "H", "H", "H", "H", "H", "N", "C", "C", "C", "C", "H", "H", "H", "H", "H", "N", "C", "C", "C", "C", "H", "H", "H", "H", "H", "N", "C", "C", "C", "C", "H", "H", "H", "H", "H", "N", "C", "C", "C", "C", "H", "H", "H", "H", "H"], "coordinates": [[-3.007, 3.086, 2.997], [-1.743, 2.362, 2.499], [-0.733, 3.237, 1.686], [-1.417, 5.258, 1.303], [-0.176, 2.578, 0.401], [0.344, 1.194, 0.559], [1.714, 1.065, 1.091], [1.834, 0.661, 2.591], [0.614, -0.058, 3.210], [3.452, -0.479, 2.699], [0.156, 0.608, -0.671], [0.205, -0.647, -1.009], [-0.133, -1.140, -2.707], [-0.129, -2.680, -2.882], [0.537, -1.702, -0.031], [-0.531, -2.547, 0.045], [1.836, -2.492, -0.372], [1.748, -3.948, 0.115], [-0.175, 1.531, -1.696], [1.133, 2.018, -2.232], [1.165, 2.161, -3.781], [-0.136, 1.899, -4.304], [1.547, 3.611, -4.179], [2.971, 3.716, -4.540], [-1.009, 2.506, -0.901], [-1.107, 3.937, -1.944], [-2.393, 1.760, -0.851], [-3.635, 2.676, -0.940], [-4.883, 2.118, -0.268], [-4.902, 1.372, 0.884], [-6.071, 0.931, 1.458], [-7.279, 1.233, 0.887], [-7.273, 1.963, -0.281], [-6.110, 2.397, -0.851], [-2.757, 3.897, 3.683], [-3.577, 2.362, 3.598], [-3.669, 3.399, 2.189], [-1.231, 2.062, 3.419], [-1.997, 1.431, 1.988], [0.131, 3.385, 2.342], [0.660, 3.256, 0.156], [2.214, 2.040, 0.986], [2.300, 0.383, 0.469], [2.050, 1.523, 3.223], [0.983, -0.965, 3.698], [-0.134, -0.388, 2.490], [0.183, 0.553, 4.002], [-1.439, -0.706, -2.992], [0.800, -0.503, -3.553], [0.573, -2.973, -3.556], [0.695, -1.269, 0.955], [2.628, -1.995, 0.207], [2.090, -2.421, -1.430], [1.317, -4.001, 1.118], [1.100, -4.498, -0.571], [2.739, -4.408, 0.111], [1.887, 1.256, -1.978], [1.489, 2.950, -1.784], [1.940, 1.535, -4.249], [-0.016, 1.824, -5.259], [1.335, 4.319, -3.362], [0.954, 3.956, -5.032], [3.236, 4.692, -4.631], [3.556, 3.353, -3.791], [-2.390, 1.157, -1.763], [-2.442, 1.046, -0.023], [-3.883, 2.779, -1.998], [-3.438, 3.670, -0.524], [-3.983, 1.119, 1.406], [-6.052, 0.366, 2.386], [-8.208, 0.915, 1.345], [-8.226, 2.210, -0.741], [-6.129, 2.976, -1.772], [-3.159, 8.727, 3.750], [-3.417, 10.043, 4.027], [-2.542, 10.805, 3.301], [-1.725, 9.916, 2.553], [-2.131, 8.643, 2.849], [-3.649, 7.946, 4.147], [-4.198, 10.320, 4.714], [-2.492, 11.881, 3.305], [-0.931, 10.182, 1.874], [-1.778, 7.686, 2.499], [1.774, -8.057, 1.354], [0.565, -7.591, 0.906], [-0.353, -7.773, 1.907], [0.328, -8.365, 3.004], [1.637, -8.525, 2.633], [2.628, -8.054, 0.827], [0.465, -7.175, -0.083], [-1.397, -7.510, 1.859], [-0.094, -8.642, 3.955], [2.480, -8.932, 3.165], [-1.516, -10.537, -0.168], [-1.918, -11.381, 0.831], [-2.981, -12.109, 0.368], [-3.228, -11.690, -0.966], [-2.306, -10.722, -1.268], [-0.757, -9.881, -0.101], [-1.414, -11.389, 1.782], [-3.522, -12.858, 0.922], [-3.993, -12.061, -1.628], [-2.146, -10.150, -2.168], [-3.225, 5.877, 6.884], [-3.268, 7.217, 7.168], [-3.736, 7.360, 8.446], [-3.982, 6.057, 8.956], [-3.656, 5.164, 7.971], [-2.924, 5.480, 6.014], [-2.962, 7.950, 6.440], [-3.885, 8.295, 8.960], [-4.355, 5.805, 9.934], [-3.693, 4.088, 7.949], [4.212, 3.294, 3.067], [4.627, 3.395, 4.369], [5.066, 4.674, 4.571], [4.908, 5.377, 3.345], [4.378, 4.502, 2.438], [3.846, 2.465, 2.641], [4.574, 2.549, 5.035], [5.458, 5.066, 5.494], [5.156, 6.408, 3.155], [4.106, 4.632, 1.403], [3.073, -4.108, -4.872], [4.039, -3.150, -5.042], [4.972, -3.314, -4.053], [4.555, -4.412, -3.255], [3.384, -4.881, -3.787], [2.260, -4.224, -5.451], [3.979, -2.435, -5.844], [5.854, -2.711, -3.913], [5.058, -4.810, -2.389], [2.743, -5.694, -3.488], [-6.057, -10.437, -2.386], [-6.469, -11.225, -3.425], [-7.767, -10.897, -3.715], [-8.152, -9.866, -2.817], [-7.075, -9.604, -2.012], [-5.146, -10.467, -1.962], [-5.806, -11.950, -3.867], [-8.373, -11.344, -4.485], [-9.109, -9.373, -2.768], [-6.945, -8.899, -1.208], [6.664, -0.407, 1.730], [7.872, -1.048, 1.712], [8.560, -0.617, 0.609], [7.736, 0.325, -0.063], [6.575, 0.435, 0.653], [5.948, -0.530, 2.423], [8.137, -1.752, 2.482], [9.546, -0.940, 0.316], [7.972, 0.861, -0.968], [5.696, 1.037, 0.492], [3.884, 5.011, -8.700], [4.786, 5.828, -9.327], [5.414, 6.575, -8.369], [4.874, 6.191, -7.112], [3.935, 5.222, -7.349], [3.279, 4.357, -9.161], [4.900, 5.807, -10.397], [6.177, 7.315, -8.547], [5.147, 6.582, -6.145], [3.301, 4.670, -6.677]], "atomic_forces_ev_per_a": [[-0.15, -1.00, 0.25], [-0.10, 0.85, 0.52], [-0.37, -1.20, 0.32], [0.39, -0.44, -0.03], [0.19, 2.17, 0.02], [-0.12, -0.03, -0.87], [0.49, 0.20, 0.85], [-0.65, -0.35, -0.13], [0.87, -0.63, 0.27], [-0.46, 0.28, 0.11], [-0.41, 0.67, -0.57], [0.44, 0.09, 0.56], [-0.61, -1.76, -1.43], [0.28, 0.38, -0.14], [1.15, -1.31, -0.12], [-0.34, 0.41, -0.02], [-0.03, 0.44, 0.54], [-0.27, 0.27, -0.50], [0.66, -0.46, 1.00], [0.64, -0.72, -0.63], [-0.51, 1.74, -0.46], [0.43, -0.72, 0.07], [0.73, 0.66, 0.37], [-0.07, -0.33, 0.20], [-0.57, -1.40, -1.11], [0.07, 0.05, 0.61], [-0.02, 0.75, -0.35], [-0.25, -0.55, 0.58], [0.20, 0.22, -0.68], [1.06, -0.37, 0.68], [-0.26, -0.38, 0.79], [-0.31, -0.09, 0.11], [-1.40, 0.21, -0.28], [0.47, 0.41, -0.60], [-0.01, 0.12, -0.34], [0.02, 0.12, -0.14], [0.15, 0.25, 0.12], [0.09, -0.08, -0.26], [0.03, 0.22, -0.15], [-0.05, 0.24, -0.23], [0.04, -0.37, -0.11], [-0.21, -0.09, -0.14], [-0.30, -0.09, 0.11], [0.17, -0.03, -0.25], [-0.20, 0.12, 0.02], [-0.07, 0.38, 0.08], [-0.17, -0.02, -0.26], [0.39, 0.81, 0.68], [-0.23, 0.57, 0.59], [0.15, -0.26, 0.40], [-0.39, 0.27, -0.17], [-0.02, 0.02, -0.29], [-0.06, -0.16, 0.11], [0.14, -0.08, -0.09], [0.06, -0.06, 0.21], [-0.10, 0.10, 0.03], [-0.10, 0.16, 0.03], [-0.36, -0.07, 0.11], [-0.25, -0.27, 0.29], [-0.24, 0.07, 0.03], [-0.37, -0.29, -0.06], [0.02, -0.32, 0.05], [-0.05, -0.07, -0.05], [-0.01, 0.00, -0.06], [-0.05, 0.02, 0.15], [0.11, 0.32, 0.08], [0.16, 0.34, 0.14], [0.08, -0.11, -0.10], [-0.03, 0.02, -0.19], [0.14, 0.02, -0.12], [0.06, 0.00, -0.09], [0.16, -0.01, -0.05], [-0.11, -0.07, 0.10], [0.02, -0.01, -0.06], [-0.02, -0.02, 0.07], [-0.02, 0.01, 0.01], [0.02, -0.02, -0.04], [-0.01, -0.03, 0.00], [-0.07, 0.05, -0.03], [0.02, 0.02, -0.01], [0.00, -0.01, 0.00], [-0.01, 0.00, 0.01], [0.01, 0.17, 0.13], [-0.05, 0.03, 0.07], [0.05, -0.03, -0.14], [-0.02, 0.02, -0.03], [0.04, -0.01, 0.03], [0.04, -0.01, -0.03], [-0.01, -0.02, 0.01], [-0.03, 0.01, 0.02], [0.01, -0.02, -0.01], [0.00, 0.00, -0.01], [-0.03, -0.02, 0.01], [-0.02, -0.08, -0.04], [0.05, 0.07, 0.02], [0.00, 0.00, 0.07], [-0.02, 0.03, -0.06], [0.04, 0.11, -0.02], [-0.04, 0.02, 0.10], [-0.02, 0.00, -0.01], [0.01, 0.00, -0.01], [0.09, -0.16, 0.01], [-0.01, -0.03, -0.01], [-0.01, 0.02, 0.05], [-0.01, 0.04, -0.12], [-0.01, 0.00, -0.01], [0.01, -0.02, 0.01], [-0.01, -0.04, -0.05], [0.04, 0.00, 0.03], [0.05, 0.02, 0.06], [0.01, -0.01, 0.00], [0.01, 0.00, -0.01], [-0.02, 0.01, 0.02], [-0.12, 0.11, 0.01], [-0.01, -0.08, 0.03], [-0.03, -0.01, 0.01], [-0.03, 0.02, -0.02], [-0.05, -0.04, -0.06], [0.23, -0.08, -0.01], [0.05, 0.01, 0.00], [0.00, 0.00, -0.01], [0.00, -0.01, 0.00], [0.05, 0.03, 0.00], [-0.01, 0.11, 0.08], [-0.10, 0.09, -0.02], [-0.02, 0.13, 0.01], [-0.05, -0.02, 0.09], [-0.16, -0.06, 0.06], [0.08, -0.08, -0.07], [0.04, -0.05, -0.03], [0.01, -0.03, -0.02], [0.03, -0.02, -0.04], [0.04, -0.02, 0.00], [-0.05, 0.09, -0.07], [0.06, -0.02, 0.04], [0.01, -0.02, -0.04], [-0.01, 0.05, 0.01], [0.04, 0.00, 0.03], [-0.07, 0.05, 0.05], [-0.03, -0.01, -0.01], [0.01, 0.00, 0.01], [0.01, -0.01, 0.00], [-0.03, -0.02, 0.00], [0.06, -0.03, -0.01], [-0.04, -0.03, 0.00], [0.01, -0.02, 0.02], [-0.03, 0.02, -0.04], [-0.10, -0.05, 0.00], [0.25, 0.08, -0.02], [0.02, 0.01, -0.02], [-0.01, 0.01, 0.01], [0.01, 0.01, 0.02], [0.03, 0.03, 0.01], [0.08, 0.06, 0.04], [-0.06, -0.03, -0.04], [0.04, 0.01, -0.02], [-0.03, -0.03, 0.04], [-0.12, 0.03, -0.07], [0.02, 0.01, -0.01], [0.02, 0.02, 0.01], [-0.01, -0.01, 0.00], [0.01, 0.01, -0.02], [0.09, -0.06, -0.14]]}